# 1
Molecular formula: C19H30ErN3OS
Method: DFT, ωB97M-V with the def2-TZVPD basis set

## Properties
HOMO (alpha / beta) (Eh): -0.476 / -0.477
Frontier orbital gap (alpha / beta) (Eh): 0.214 / 0.215

```
! wB97M-V def2-TZVPD RIJCOSX def2/J DEFGRID3
* xyz 2 4
Er 9.42 9.36 11.70
C 9.68 8.92 15.44
C 9.20 8.34 14.13
C 10.10 7.57 13.30
C 9.57 6.78 12.18
C 10.48 5.70 11.51
C 8.21 6.96 11.81
C 7.32 7.78 12.58
C 5.85 7.47 12.68
C 7.93 8.67 13.58
H 10.26 8.10 16.02
H 8.88 9.32 16.06
H 10.43 9.75 15.18
H 11.06 7.34 13.72
H 11.51 6.10 11.63
H 10.14 5.53 10.49
H 10.31 4.74 12.08
H 7.73 6.27 11.12
H 5.72 6.37 12.99
H 5.35 7.69 11.73
H 5.41 8.09 13.43
H 7.30 9.41 14.09
O 8.19 11.48 11.78
C 8.46 12.72 11.13
C 8.08 12.59 9.65
C 8.25 11.26 9.02
C 9.68 10.81 8.88
C 10.72 11.54 8.28
C 12.01 11.00 8.13
C 12.20 9.66 8.46
C 11.13 8.94 9.04
N 9.98 9.58 9.46
H 8.00 11.58 12.78
H 9.55 13.05 11.18
H 7.90 13.52 11.60
H 8.72 13.28 9.06
H 7.12 13.03 9.42
H 7.74 11.30 8.05
H 7.75 10.46 9.64
H 10.57 12.55 7.83
H 12.87 11.65 7.86
H 13.13 9.15 8.38
H 11.24 7.86 9.30
C 14.75 12.05 11.57
N 13.87 10.97 11.11
C 13.67 9.97 11.93
N 14.29 9.92 13.16
S 11.56 10.74 12.29
H 15.50 11.68 12.39
H 14.14 12.93 11.87
H 15.71 12.26 11.03
H 13.12 11.14 10.42
H 13.87 9.19 13.71
H 14.08 10.78 13.63
H 13.37 8.86 11.75
*
```

=====

# 2
Molecular formula: C13H47NO11
Method: DFT, ωB97M-V with the def2-TZVPD basis set

## Properties
Energy above the lowest of the compared OMol25 structures with the same formula, charge and spin (kcal per mole): 0.0
SMILES string: CC1(C)CCCC(C)(C)N1O.CO.CO.CO.CO.O.O.O.O.O.O
HOMO (Eh): -0.314
Frontier orbital gap (Eh): 0.326

```
! wB97M-V def2-TZVPD RIJCOSX def2/J DEFGRID3
* xyz 0 1
C -1.23 1.41 -0.01
C -1.71 2.87 -0.09
C -2.72 2.99 -1.24
C -2.51 3.07 1.22
C -2.82 4.56 1.50
C -1.53 5.36 1.46
C -0.64 5.18 0.21
C -1.33 6.03 -0.91
C 0.77 5.72 0.43
N -0.58 3.76 -0.14
O 0.19 3.54 -1.31
H -0.70 1.13 0.90
H -0.46 1.27 -0.77
H -1.97 0.63 -0.16
H -2.29 2.79 -2.23
H -3.13 4.00 -1.28
H -3.57 2.31 -1.12
H -3.48 2.58 1.18
H -1.94 2.68 2.07
H -3.30 4.72 2.46
H -3.49 4.92 0.71
H -0.93 5.05 2.32
H -1.71 6.42 1.62
H -1.01 7.05 -0.69
H -0.85 5.77 -1.85
H -2.41 6.02 -0.84
H 0.83 6.71 0.87
H 1.30 5.07 1.12
H 1.30 5.80 -0.51
H -0.39 3.76 -2.05
C 1.41 -1.86 -1.19
O 0.81 -2.92 -0.43
H 2.32 -1.60 -0.66
H 1.53 -2.22 -2.21
H 0.83 -0.93 -1.17
H 0.77 -2.67 0.51
C -1.64 -4.91 2.15
O -2.29 -4.38 0.98
H -1.78 -4.21 2.98
H -2.06 -5.88 2.42
H -0.57 -5.01 1.95
H -3.05 -3.92 1.37
C 0.29 -6.22 -1.25
O 1.01 -5.22 -1.97
H -0.28 -5.77 -0.44
H -0.31 -6.74 -1.99
H 0.96 -6.96 -0.79
H 1.16 -4.47 -1.37
C 0.28 -1.68 3.39
O 1.19 -2.19 2.42
H -0.75 -1.89 3.10
H 0.51 -2.06 4.39
H 0.45 -0.60 3.49
H 1.49 -1.39 1.94
O 4.75 -3.97 -0.08
H 4.32 -3.48 -0.80
H 4.31 -4.82 -0.08
O 4.78 -0.40 0.13
H 5.25 -0.70 -0.65
H 4.90 0.56 0.12
O 0.11 -1.72 -4.20
H 0.05 -2.68 -4.30
H -0.77 -1.46 -3.90
O 3.64 -3.93 -2.73
H 3.72 -4.16 -3.67
H 3.15 -4.66 -2.34
O -2.00 -2.07 -0.55
H -1.09 -2.25 -0.81
H -2.30 -2.89 -0.11
O 2.24 0.13 1.39
H 3.16 0.09 1.05
H 1.86 0.93 1.00
*
```

=====

# 3
Molecular formula: C22H60O6P2
Method: DFT, ωB97M-V with the def2-TZVPD basis set

## Properties
SMILES string: CCP(#[PH2])CC.CC(C)O.CC(C)O.CC(C)O.CC(C)O.CC(C)O.CC(C)O
HOMO (Eh): -0.312
Frontier orbital gap (Eh): 0.338

```
! wB97M-V def2-TZVPD RIJCOSX def2/J DEFGRID3
* xyz 0 1
C 0.34 2.54 3.27
C -0.01 2.41 1.79
P -0.61 3.91 0.90
P 0.97 5.44 1.24
C -1.91 4.54 2.06
C -3.10 3.58 2.16
H 1.21 1.93 3.52
H 0.58 3.57 3.56
H -0.48 2.20 3.90
H 0.84 2.03 1.22
H -0.82 1.69 1.69
H 1.95 4.54 1.73
H 0.58 5.83 2.54
H -2.25 5.50 1.65
H -1.48 4.74 3.04
H -3.70 3.59 1.25
H -2.77 2.55 2.33
H -3.74 3.86 2.99
C -2.75 -2.30 1.37
C -1.46 -1.52 1.60
C -0.38 -2.36 2.24
O -1.72 -0.34 2.37
H -3.15 -2.66 2.32
H -3.50 -1.67 0.90
H -2.56 -3.17 0.73
H -1.10 -1.13 0.65
H -0.71 -2.73 3.22
H 0.53 -1.77 2.39
H -0.13 -3.23 1.63
H -2.07 -0.60 3.23
C 2.73 -0.32 0.52
C 3.80 0.02 -0.50
C 3.72 1.48 -0.94
O 3.73 -0.85 -1.63
H 1.74 -0.16 0.09
H 2.81 -1.36 0.82
H 2.82 0.31 1.40
H 4.79 -0.18 -0.07
H 2.76 1.67 -1.42
H 4.51 1.70 -1.66
H 3.83 2.15 -0.09
H 2.88 -0.70 -2.06
C 1.49 3.91 -3.25
C 0.39 2.92 -3.61
C -0.90 3.62 -3.97
O 0.18 2.00 -2.53
H 1.19 4.52 -2.39
H 2.41 3.39 -3.00
H 1.70 4.59 -4.08
H 0.72 2.30 -4.44
H -1.26 4.22 -3.13
H -1.68 2.90 -4.23
H -0.77 4.30 -4.82
H -0.11 2.52 -1.78
C 3.38 -6.10 0.59
C 2.98 -5.15 1.70
C 3.60 -5.53 3.03
O 1.56 -5.09 1.81
H 3.02 -7.10 0.83
H 2.94 -5.79 -0.36
H 4.46 -6.14 0.47
H 3.28 -4.13 1.44
H 3.28 -6.54 3.32
H 3.30 -4.83 3.81
H 4.69 -5.53 2.97
H 1.26 -5.98 2.03
C -0.89 -9.30 3.62
C -0.60 -8.29 2.52
C -1.60 -8.37 1.38
O 0.74 -8.43 2.04
H -0.83 -10.31 3.22
H -0.16 -9.20 4.43
H -1.89 -9.15 4.03
H -0.63 -7.28 2.95
H -1.56 -9.37 0.92
H -1.37 -7.63 0.61
H -2.61 -8.21 1.73
H 0.83 -9.30 1.65
C -1.88 7.67 -5.42
C -3.01 6.72 -5.77
C -4.27 7.46 -6.20
O -3.29 5.84 -4.68
H -2.17 8.32 -4.59
H -0.99 7.11 -5.11
H -1.62 8.31 -6.26
H -2.69 6.06 -6.57
H -4.62 8.10 -5.40
H -5.06 6.75 -6.45
H -4.07 8.09 -7.07
H -3.58 6.37 -3.93
*
```